Formula: C2H3CaO2
Source: the OMol25 dataset
Level of theory: the ωB97M-V functional and the def2-TZVPD basis

Structure (ORCA input):
```
! RIJCOSX wB97M-V def2-TZVPD def2/J DEFGRID3
* xyz 1 1
C 1.717 -1.143 -0.452
O 1.962 -1.868 -1.370
H 0.950 -1.418 0.431
H 1.030 -0.152 -0.549
C -1.063 0.741 0.548
O -1.123 1.966 0.207
Ca -3.105 1.325 -0.215
H -0.368 0.550 1.399
*
```

As for the HOMO-LUMO gap: 0.2381 Ha. The maximum force is 7.8 eV Å⁻¹. The relative energy (zero: lowest compared OMol25 entry of this formula, charge and spin) comes out at 621.5 kJ/mol. The calculation puts the LUMO energy at -0.21316 hartree.